{"formula": "C10H17N2S2", "method": "wB97M-V/def2-TZVPD", "species": ["C", "C", "S", "C", "C", "N", "C", "N", "C", "C", "C", "S", "C", "C", "H", "H", "H", "H", "H", "H", "H", "H", "H", "H", "H", "H", "H", "H", "H", "H", "H"], "coordinates": [[2.759, 0.950, -2.128], [1.925, 1.103, -0.864], [2.964, 1.653, 0.641], [3.062, -0.024, 1.114], [2.103, -0.785, 0.547], [1.307, -0.165, -0.415], [-0.023, -0.462, -0.593], [-1.025, 0.156, 0.748], [-0.761, -0.746, 1.894], [-0.657, 1.466, 1.087], [-1.335, 2.431, 0.447], [-2.708, 1.843, -0.470], [-2.439, 0.102, 0.418], [-2.888, -0.960, -0.569], [3.224, -0.033, -2.120], [3.536, 1.563, -2.002], [2.141, 1.198, -3.132], [1.200, 1.791, -0.927], [3.868, -0.139, 1.870], [1.839, -1.890, 0.596], [-0.152, -1.470, -0.670], [-0.380, -0.035, -1.410], [-1.401, -1.680, 1.938], [0.240, -1.265, 1.961], [-1.082, -0.282, 2.770], [0.097, 1.490, 1.859], [-1.369, 3.504, 0.386], [-3.186, -0.020, 1.178], [-2.401, -0.977, -1.574], [-3.846, -0.897, -0.895], [-2.713, -1.936, -0.132]], "forces_ev_per_angstrom": [[-3.8, -1.7, -1.5], [2.2, -1.9, 1.0], [-0.7, -0.2, -1.5], [-0.1, -0.1, 0.6], [0.7, -2.2, 0.5], [-0.1, 1.2, -0.1], [3.0, 1.3, 3.2], [-0.1, -3.2, -0.3], [0.1, -3.7, -0.1], [0.5, 2.4, 0.1], [-0.9, -0.8, -0.1], [0.4, -1.9, 1.0], [-1.9, 1.6, -3.9], [3.9, -0.9, -0.8], [-0.3, -0.3, -0.4], [3.0, 2.9, -0.2], [1.5, -0.8, 2.4], [-2.6, 2.6, -0.6], [-1.0, -0.9, -0.7], [1.0, 1.4, 0.5], [-0.9, -2.9, 0.7], [-1.9, 2.4, -3.3], [0.1, 1.1, -1.0], [-0.7, 1.6, -0.2], [0.1, 1.1, 1.6], [0.3, 0.6, -0.3], [1.1, 0.2, 0.7], [0.5, 0.7, 1.4], [0.3, 0.3, 0.9], [-3.3, 0.5, 0.0], [-0.2, -0.4, 0.1]], "nbo_charge": [-0.63, -0.09, 0.25, -0.40, -0.08, -0.44, 0.05, -0.33, -0.45, -0.12, -0.31, 0.26, -0.08, -0.65, 0.23, 0.23, 0.23, 0.20, 0.27, 0.23, 0.21, 0.21, 0.24, 0.26, 0.23, 0.26, 0.27, 0.25, 0.22, 0.25, 0.22], "largest_force_ev_per_a": 4.60, "smiles": "C[C@@H]1SC=CN1C[N@@+]1(C)C=CS[C@H]1C", "homo_energy_ev": -11.2696, "charge": 1}



{"formula": "C4H12GaS", "method": "wB97M-V/def2-TZVPD", "species": ["C", "C", "S", "C", "Ga", "C", "H", "H", "H", "H", "H", "H", "H", "H", "H", "H", "H", "H"], "coordinates": [[-1.943, -2.954, -1.626], [-1.432, -1.371, -1.452], [-0.802, -0.987, 0.270], [0.824, -0.015, 0.213], [0.645, 1.501, 1.609], [2.033, 3.023, 1.433], [-2.419, -3.065, -2.694], [-1.024, -3.697, -1.595], [-2.685, -3.219, -0.749], [-0.510, -1.272, -2.194], [-2.283, -0.642, -1.839], [1.668, -0.734, 0.590], [1.007, 0.340, -0.889], [0.785, 0.875, 3.105], [-0.819, 2.129, 1.486], [1.625, 4.002, 0.888], [2.290, 3.385, 2.541], [3.038, 2.703, 0.903]], "forces_ev_per_angstrom": [[0.5, 0.6, 0.2], [0.7, -0.9, -1.9], [0.0, 0.1, -0.8], [0.6, -0.9, -1.0], [0.0, 0.4, 0.2], [1.2, 1.7, 0.2], [0.6, 0.2, 2.2], [-1.8, 1.6, 0.1], [1.4, 0.4, -2.0], [-1.9, 0.0, 1.5], [1.7, -1.5, 1.0], [-1.5, 1.1, -1.2], [-0.2, -0.7, 2.0], [0.1, -0.1, -0.2], [-0.2, 0.1, -0.1], [0.9, -2.1, 1.0], [-0.3, -0.7, -2.3], [-1.8, 0.8, 1.1]], "nbo_charge": [-0.63, -0.54, 0.12, -1.00, 0.90, -1.17, 0.19, 0.21, 0.21, 0.21, 0.20, 0.20, 0.21, -0.35, -0.34, 0.19, 0.20, 0.19], "largest_force_ev_per_a": 2.49, "homo_energy_ev": -4.0332, "charge": -1}



{"formula": "C41H49N2OSi", "method": "wB97M-V/def2-TZVPD", "species": ["C", "Si", "C", "C", "O", "C", "C", "C", "C", "C", "C", "C", "C", "C", "C", "C", "C", "C", "C", "C", "C", "C", "N", "C", "C", "C", "C", "C", "C", "C", "C", "C", "H", "H", "H", "H", "H", "H", "H", "H", "H", "H", "H", "H", "H", "H", "H", "H", "H", "H", "H", "H", "H", "H", "H", "H", "H", "H", "H", "H", "H", "H", "H", "H", "H", "H", "C", "C", "C", "C", "C", "C", "N", "C", "C", "C", "C", "C", "C", "H", "H", "H", "H", "H", "H", "H", "H", "H", "H", "H", "H", "H", "H", "H"], "coordinates": [[5.243, 1.475, 1.326], [5.064, -0.204, 2.104], [6.573, -1.255, 1.831], [4.605, -0.087, 3.903], [3.863, -1.026, 1.290], [2.456, -1.177, 1.335], [2.075, -2.373, 2.247], [3.035, -3.295, 2.670], [2.661, -4.337, 3.525], [1.328, -4.497, 3.900], [0.359, -3.606, 3.433], [0.737, -2.537, 2.615], [1.807, 0.146, 1.747], [1.295, 0.324, 3.033], [0.716, 1.551, 3.382], [0.774, 2.625, 2.497], [1.418, 2.483, 1.265], [1.909, 1.232, 0.875], [2.075, -1.576, -0.132], [2.709, -2.931, -0.508], [1.596, -3.971, -0.435], [0.274, -3.181, -0.484], [0.648, -1.784, -0.326], [-0.232, -0.773, -0.553], [-1.590, -0.961, -0.522], [-2.691, -0.443, -1.425], [-4.110, -0.642, -0.765], [-5.233, -0.529, -1.590], [-6.525, -0.584, -1.064], [-6.718, -0.919, 0.281], [-5.606, -1.080, 1.110], [-4.313, -0.872, 0.602], [6.096, 1.990, 1.791], [5.440, 1.383, 0.250], [4.351, 2.098, 1.461], [7.459, -0.763, 2.256], [6.466, -2.236, 2.312], [6.749, -1.414, 0.758], [5.509, 0.181, 4.471], [3.844, 0.683, 4.082], [4.228, -1.043, 4.288], [4.075, -3.193, 2.346], [3.431, -5.024, 3.878], [1.036, -5.325, 4.549], [-0.691, -3.719, 3.703], [-0.004, -1.799, 2.292], [1.348, -0.485, 3.766], [0.235, 1.645, 4.357], [0.339, 3.589, 2.768], [1.560, 3.339, 0.602], [2.414, 1.111, -0.089], [2.435, -0.785, -0.812], [3.024, -2.826, -1.553], [3.590, -3.171, 0.095], [1.642, -4.667, -1.279], [1.645, -4.555, 0.492], [-0.247, -3.361, -1.439], [-0.419, -3.492, 0.311], [0.231, 0.207, -0.671], [-1.919, -1.749, 0.163], [-2.713, -1.159, -2.276], [-5.090, -0.352, -2.657], [-7.370, -0.366, -1.720], [-7.733, -1.043, 0.663], [-5.748, -1.356, 2.154], [-3.461, -0.881, 1.283], [-3.515, 0.967, -6.233], [-4.467, 1.422, -5.317], [-4.162, 1.442, -3.951], [-2.929, 0.977, -3.489], [-2.595, 0.932, -1.976], [-1.287, 1.656, -1.929], [-1.233, 2.923, -1.606], [-0.009, 3.696, -1.789], [-0.308, 5.087, -1.218], [-1.789, 5.119, -0.823], [-2.372, 3.728, -1.123], [-1.962, 0.568, -4.412], [-2.243, 0.595, -5.782], [-3.751, 0.938, -7.297], [-5.452, 1.757, -5.643], [-4.875, 1.816, -3.209], [-3.326, 1.572, -1.457], [-0.361, 1.188, -2.303], [0.823, 3.207, -1.265], [0.256, 3.735, -2.860], [0.330, 5.268, -0.348], [-0.075, 5.841, -1.971], [-1.901, 5.341, 0.242], [-2.337, 5.880, -1.383], [-3.178, 3.783, -1.876], [-2.810, 3.309, -0.206], [-0.967, 0.288, -4.057], [-1.457, 0.308, -6.483]], "forces_ev_per_angstrom": [[0.2, 0.2, 0.0], [-0.6, -0.3, -0.1], [0.2, 0.0, 0.0], [0.2, 0.1, 0.3], [-0.2, -0.2, -0.4], [0.3, -0.6, 0.0], [0.0, 0.7, -0.2], [-0.2, 0.0, 0.3], [0.1, 0.1, -0.3], [-0.1, -0.1, 0.0], [0.1, 0.2, -0.2], [0.0, -0.4, 0.3], [0.5, -0.3, 0.2], [-0.3, 0.6, -0.1], [0.2, -0.3, 0.0], [0.0, 0.1, -0.1], [0.0, -0.4, -0.1], [-0.2, 0.4, 0.3], [0.1, -0.1, 0.4], [0.1, 0.5, -0.8], [-0.4, -0.2, 0.3], [-0.2, -0.5, 0.2], [0.2, 0.2, 0.2], [-0.9, 0.0, 0.0], [0.5, -0.1, 0.6], [-0.8, -2.3, 1.3], [0.4, 0.2, -0.1], [-0.2, 0.2, 0.1], [0.2, -0.2, 0.0], [0.2, 0.1, -0.2], [0.1, 0.2, -0.4], [-0.1, 0.0, -0.1], [-0.2, 0.0, -0.2], [0.0, 0.0, 0.2], [0.2, -0.1, 0.1], [-0.1, -0.2, -0.1], [0.0, 0.2, -0.1], [0.0, 0.0, 0.2], [-0.3, 0.0, 0.0], [0.2, -0.1, 0.0], [0.1, 0.2, -0.1], [-0.4, 0.0, 0.2], [-0.3, 0.1, -0.1], [0.1, 0.3, -0.2], [0.3, -0.1, 0.0], [0.2, -0.4, 0.1], [-0.2, 0.3, -0.3], [0.2, 0.1, -0.3], [0.2, -0.3, 0.0], [-0.1, -0.2, 0.3], [-0.2, 0.1, 0.4], [-0.1, -0.2, 0.3], [0.2, -0.2, 0.2], [-0.3, 0.1, -0.2], [0.1, 0.1, 0.2], [0.0, 0.1, -0.2], [0.0, 0.4, 0.1], [0.3, 0.0, -0.2], [0.1, -0.3, -0.6], [0.1, -0.3, -0.9], [0.1, 0.4, 0.3], [-0.2, -0.2, 0.4], [0.2, -0.3, 0.2], [0.4, 0.1, 0.0], [0.1, 0.2, -0.2], [-0.2, -0.1, -0.2], [0.2, 0.2, 0.2], [0.2, -0.1, 0.4], [0.1, 0.2, 0.0], [0.2, 0.3, -0.1], [-0.2, 2.0, -0.9], [-0.2, 1.3, 0.1], [-0.2, -2.2, -0.4], [0.8, 0.5, -0.3], [0.5, 0.1, -0.1], [-0.2, 0.0, 0.1], [-0.5, 0.5, 0.3], [-0.1, 0.3, -0.3], [-0.1, -0.2, 0.2], [0.1, 0.0, 0.3], [0.3, -0.1, 0.0], [0.1, -0.1, -0.4], [0.2, -0.3, -0.2], [-0.6, 0.5, 0.3], [-0.4, 0.0, -0.2], [-0.3, -0.1, 0.4], [-0.1, 0.1, -0.2], [0.0, 0.0, 0.2], [0.0, 0.0, -0.2], [0.1, -0.1, 0.1], [0.5, -0.2, 0.1], [0.3, -0.2, -0.4], [-0.3, -0.2, -0.3], [-0.3, 0.0, 0.1]], "lowdin_charge": [-0.15, 0.40, -0.15, -0.14, -0.17, -0.34, -0.15, -0.03, -0.06, -0.08, -0.06, -0.07, -0.15, -0.03, -0.05, -0.08, -0.09, -0.07, -0.19, -0.10, -0.13, -0.14, -0.07, -0.11, -0.05, -0.22, -0.16, -0.05, -0.07, -0.08, -0.07, -0.04, 0.04, 0.04, 0.02, 0.04, 0.03, 0.04, 0.04, 0.03, 0.04, 0.11, 0.11, 0.11, 0.11, 0.12, 0.13, 0.11, 0.10, 0.09, 0.12, 0.15, 0.12, 0.11, 0.11, 0.11, 0.13, 0.11, 0.09, 0.10, 0.16, 0.10, 0.11, 0.11, 0.11, 0.10, -0.06, -0.05, -0.05, -0.19, -0.20, 0.05, -0.01, -0.11, -0.13, -0.13, -0.09, -0.03, -0.06, 0.11, 0.11, 0.12, 0.14, 0.15, 0.10, 0.15, 0.11, 0.12, 0.12, 0.12, 0.14, 0.14, 0.12, 0.11], "largest_force_ev_per_a": 2.82, "homo_energy_ev": -9.7801, "charge": 1, "e_above_lowest_kcal_mol": 0.0}